A molecular structure, C24H27N4O6SW. Source: the OMol25 dataset; level of theory: wB97M-V/def2-TZVPD.

Last column: Löwdin charge in e.
CARTESIAN COORDINATES (ANGSTROEM)
W  0.404  -0.096  -0.148  1.97
S  -0.697  2.423  -0.936  0.76
O  0.625  -0.647  -2.030  -0.24
O  -0.454  -0.507  1.805  -0.02
O  2.348  -0.094  -0.533  -0.16
O  0.609  1.710  -1.244  -0.38
O  -0.619  3.680  -0.296  -0.16
O  1.048  0.986  1.488  0.01
N  -3.615  -2.585  -1.067  -0.16
N  2.648  -0.038  -1.839  -0.11
N  1.745  -0.320  -2.659  0.13
N  -1.198  1.217  0.120  -0.24
C  -2.293  -2.323  -1.764  -0.06
C  -3.702  3.102  -3.386  0.01
C  -1.100  -2.850  -1.008  -0.22
C  -1.675  2.396  -2.344  -0.32
C  6.530  1.001  -2.903  0.00
C  1.144  -3.872  0.351  0.01
C  -1.156  1.960  -3.565  -0.04
C  4.881  0.632  -1.195  0.02
C  -3.212  2.676  -4.629  -0.21
C  -3.699  -1.937  0.275  0.03
C  -0.149  0.721  1.900  -0.50
C  0.746  -2.546  0.545  -0.11
C  6.169  0.973  -1.561  -0.02
C  -1.937  2.102  -4.693  0.00
C  -3.975  -4.038  -0.983  0.04
C  -2.941  2.985  -2.244  -0.03
C  -0.334  -2.034  -0.175  -0.23
C  -0.707  -4.174  -1.155  0.01
C  -4.016  2.869  -5.875  -0.01
C  5.605  0.687  -3.898  -0.02
C  3.976  0.321  -2.208  -0.16
C  -1.303  1.645  1.561  -0.03
C  0.414  -4.680  -0.497  0.01
C  4.315  0.341  -3.563  0.01
H  -3.941  -4.475  -1.978  0.12
H  -3.276  -4.537  -0.318  0.11
H  4.588  0.615  -0.157  0.13
H  0.703  -5.712  -0.644  0.14
H  -3.580  3.676  -6.469  0.11
H  5.898  0.710  -4.938  0.13
H  -1.105  2.708  1.674  0.14
H  1.286  -1.976  1.304  0.13
H  -3.307  3.366  -1.298  0.13
H  1.984  -4.267  0.908  0.14
H  -4.711  -2.048  0.656  0.12
H  -4.981  -4.119  -0.580  0.12
H  6.893  1.221  -0.798  0.13
H  -3.449  -0.882  0.175  0.10
H  -4.325  -2.148  -1.658  0.19
H  7.540  1.271  -3.179  0.13
H  -4.681  3.559  -3.329  0.14
H  -2.225  1.332  2.037  0.14
H  -2.998  -2.428  0.946  0.11
H  -2.233  -1.242  -1.899  0.13
H  -0.158  1.551  -3.632  0.11
H  -5.047  3.134  -5.656  0.09
H  -4.000  1.974  -6.496  0.10
H  -1.546  1.787  -5.653  0.14
H  -2.368  -2.790  -2.746  0.15
H  3.591  0.086  -4.324  0.12
H  -1.257  -4.826  -1.823  0.14

Summary:
Energy relative to the best compared isomer or geometry (same formula, charge and spin), eV: 1.942
Molar mass, g/mol: 683.4
Multiplicity: 1
LUMO energy, Eh: -0.4316
Net charge: +3
Strongest force on any atom, eV/A: 0.89

***

CH5BOS in the gas phase in a non-equilibrium geometry. Source: the OMol25 dataset; level of theory: wB97M-V/def2-TZVPD.

Last column: Löwdin charge in e.
CARTESIAN COORDINATES (ANGSTROEM)
S  0.430  0.487  2.421  0.71
O  -1.614  0.844  0.550  0.07
C  0.151  -0.235  -0.886  0.00
B  -0.292  0.411  0.643  -0.66
H  1.025  0.191  -1.165  0.00
H  1.700  0.548  2.017  -0.17
H  -0.720  0.008  -1.406  0.03
H  -1.916  0.804  1.393  0.00
H  0.348  -1.238  -0.733  0.03

Summary:
Energy relative to the best compared isomer or geometry (same formula, charge and spin), eV: 0.325
Molar mass, g/mol: 75.9
Multiplicity: 1
LUMO energy, Eh: 0.0151
Strongest force on any atom, eV/A: 5.31
SMILES string: CB(O)S

***

4 unconnected molecules or ions with the total composition C25H31N4O4 in a non-equilibrium geometry. Source: the OMol25 dataset; level of theory: wB97M-V/def2-TZVPD.

Last column: Löwdin charge in e.
CARTESIAN COORDINATES (ANGSTROEM)
O  0.669  0.141  -1.862  -0.20
O  0.456  -3.417  3.417  -0.13
O  -2.413  1.923  2.637  0.00
O  -1.342  -0.638  -1.062  -0.07
N  3.038  1.444  -2.847  0.03
N  -6.732  -3.377  3.531  0.02
N  0.152  0.933  1.495  -0.05
N  9.477  2.950  -6.240  -0.01
C  -5.351  -1.585  0.627  -0.08
C  10.456  2.218  -5.622  -0.15
C  1.279  -2.309  2.956  -0.26
C  -4.008  0.718  1.246  -0.09
C  -0.304  1.370  0.143  -0.24
C  -2.664  1.603  1.432  -0.28
C  4.080  1.472  -3.733  -0.15
C  -6.664  0.628  1.371  -0.08
C  9.859  1.432  -4.667  -0.12
C  8.467  1.695  -4.713  -0.11
C  4.019  3.421  -2.616  -0.13
C  -5.751  -4.109  4.143  -0.14
C  -5.346  1.451  1.546  -0.02
C  4.711  2.687  -3.610  -0.14
C  0.560  -1.538  1.727  -0.16
C  -7.737  -4.645  5.049  -0.13
C  1.229  -0.103  1.438  -0.22
C  -7.946  -3.700  4.074  -0.15
C  -1.774  2.067  0.195  -0.06
C  -6.345  -4.904  5.093  -0.12
C  8.261  2.634  -5.695  -0.14
C  2.989  2.628  -2.167  -0.14
C  -0.394  0.202  -0.947  -0.53
C  -4.021  -0.763  0.819  0.00
C  -6.695  -0.864  0.907  -0.12
H  -5.834  -5.596  5.747  0.09
H  -6.583  -2.703  2.794  0.10
H  -5.258  -2.679  0.276  0.10
H  -4.717  -4.001  3.851  0.11
H  4.248  4.418  -2.269  0.08
H  -3.059  -1.337  0.623  0.09
H  2.229  2.804  -1.422  0.09
H  7.356  3.103  -6.051  0.10
H  4.284  0.626  -4.372  0.10
H  -0.388  -3.058  3.772  0.09
H  -5.380  2.541  1.894  0.10
H  -7.668  -1.460  0.769  0.08
H  1.895  -0.062  0.512  0.12
H  -0.514  -1.316  2.100  0.11
H  1.362  -1.585  3.857  0.12
H  2.399  0.668  -2.715  0.10
H  1.926  0.110  2.341  0.12
H  -1.644  3.205  0.183  0.12
H  -7.683  1.116  1.600  0.08
H  5.574  3.011  -4.174  0.06
H  9.628  3.616  -6.979  0.14
H  -2.362  1.797  -0.764  0.13
H  10.367  0.743  -4.008  0.09
H  2.309  -2.631  2.574  0.12
H  7.701  1.248  -4.097  0.09
H  0.616  1.773  1.898  0.11
H  -8.502  -5.100  5.662  0.08
H  0.434  -2.185  0.794  0.12
H  -8.852  -3.231  3.721  0.10
H  11.491  2.320  -5.914  0.10
H  0.411  2.183  -0.267  0.13

Summary:
Molar mass, g/mol: 451.5
Multiplicity: 1
LUMO energy, Eh: 0.0862
Net charge: -1
Strongest force on any atom, eV/A: 5.65

***

C2N2OS in the gas phase in a non-equilibrium geometry. Source: the OMol25 dataset; level of theory: wB97M-V/def2-TZVPD.

Last column: Löwdin charge in e.
CARTESIAN COORDINATES (ANGSTROEM)
S  -1.322  2.408  1.861  0.59
O  1.252  -2.161  -1.772  0.20
N  0.208  -0.587  -0.361  0.18
N  -0.664  1.257  1.096  -0.61
C  -0.220  0.498  0.215  -0.10
C  0.747  -1.415  -1.039  -0.25

Summary:
Energy relative to the best compared isomer or geometry (same formula, charge and spin), eV: 0.393
Molar mass, g/mol: 100.1
Multiplicity: 1
LUMO energy, Eh: -0.0161
Strongest force on any atom, eV/A: 9.31
SMILES string: O=C=NC#[N+][S-]

***

C6H7Br2NO in the gas phase in a non-equilibrium geometry. Source: the OMol25 dataset; level of theory: wB97M-V/def2-TZVPD.

Last column: Löwdin charge in e.
CARTESIAN COORDINATES (ANGSTROEM)
Br  1.945  -0.377  1.111  0.74
Br  -2.730  -0.027  0.582  0.67
O  -0.089  1.568  0.662  -0.22
N  0.316  0.153  -1.063  0.06
C  0.134  -0.929  -1.676  -0.17
C  0.170  0.265  0.388  -0.87
C  -0.224  -2.124  -0.907  -0.07
C  0.673  2.663  0.254  -0.09
C  -0.613  -1.987  0.385  -0.18
C  -0.865  -0.699  1.050  -0.59
H  -0.689  -0.592  2.060  0.06
H  1.745  2.358  0.190  0.08
H  0.407  -0.780  -2.783  0.15
H  0.549  2.807  -0.782  0.05
H  -0.856  -2.728  1.104  0.10
H  0.287  3.593  0.806  0.13
H  -0.161  -3.164  -1.381  0.13

Summary:
Energy relative to the best compared isomer or geometry (same formula, charge and spin), eV: 0.317
Molar mass, g/mol: 268.9
Multiplicity: 1
LUMO energy, Eh: -0.0232
Strongest force on any atom, eV/A: 4.77
SMILES string: CO[C@]1(Br)N=CC=C[C@@H]1Br

***

2 unconnected molecules or ions with the total composition C16H15FO6S2 in a non-equilibrium geometry. Source: the OMol25 dataset; level of theory: wB97M-V/def2-TZVPD.

Last column: Löwdin charge in e.
CARTESIAN COORDINATES (ANGSTROEM)
S  -1.183  1.041  0.668  0.73
S  1.129  2.641  0.002  0.74
F  -0.020  0.992  -1.701  0.00
O  2.252  2.308  0.871  -0.31
O  -2.381  1.066  -0.145  -0.28
O  -1.817  -4.897  -1.198  -0.07
O  2.573  -0.461  -0.893  -0.08
O  1.203  3.457  -1.177  -0.27
O  -0.926  0.067  1.713  -0.29
C  -0.897  5.227  2.398  -0.06
C  -0.209  -3.237  -2.008  -0.01
C  -0.049  3.425  1.073  -0.26
C  -2.135  3.162  2.227  -0.03
C  -2.006  4.453  2.725  -0.05
C  -0.470  -3.769  0.364  0.01
C  1.621  -0.668  -0.038  -0.14
C  0.808  -1.829  -0.329  -0.19
C  0.587  -2.177  -1.668  -0.01
C  0.311  -2.698  0.672  -0.02
C  0.271  1.074  -0.396  -0.43
C  -0.799  -4.019  -1.002  -0.25
C  0.098  4.722  1.572  -0.03
C  3.844  0.179  -0.619  0.00
C  -1.123  2.651  1.418  -0.26
C  -2.303  -5.031  -2.538  -0.07
H  -3.145  -5.717  -2.461  0.09
H  -2.638  -4.079  -2.938  0.09
H  -0.430  -3.485  -3.061  0.12
H  -0.780  6.223  2.808  0.11
H  -0.899  -4.442  1.102  0.12
H  0.624  -2.502  1.706  0.13
H  3.693  1.070  0.008  0.07
H  -2.765  4.833  3.395  0.11
H  -1.548  -5.453  -3.193  0.09
H  4.284  0.465  -1.579  0.10
H  1.557  -0.230  0.979  0.14
H  -2.957  2.514  2.483  0.12
H  4.549  -0.513  -0.134  0.10
H  1.077  -1.621  -2.447  0.12
H  0.999  5.263  1.341  0.12

Summary:
Molar mass, g/mol: 386.4
Multiplicity: 1
LUMO energy, Eh: -0.0020
Strongest force on any atom, eV/A: 3.02